{"formula": "C25H27BBrClF3NO6PS3", "method": "wB97M-V/def2-TZVPD", "elements": ["O", "S", "O", "Cl", "C", "C", "C", "C", "C", "O", "B", "N", "C", "S", "O", "C", "Br", "P", "O", "O", "S", "H", "H", "H", "H", "H", "H", "H", "H", "H", "H", "H", "H", "F", "C", "C", "C", "C", "C", "C", "H", "H", "H", "H", "H", "F", "C", "C", "C", "C", "C", "C", "H", "H", "H", "H", "H", "F", "C", "C", "C", "C", "C", "C", "H", "H", "H", "H", "H"], "coordinates": [[-5.685332, 0.684332, 1.579545], [-5.198322, 1.921836, 0.738080], [-4.321712, 2.877912, 1.632515], [-6.988713, 2.864720, 0.090620], [-4.216219, 1.435834, -0.788404], [-3.478535, -0.029082, -0.689863], [-1.840713, 0.054806, -1.007215], [-1.194590, 1.029065, 0.189188], [0.442234, 0.939911, 0.255215], [1.234900, 1.722612, -0.750598], [1.396660, 3.012460, -0.050067], [2.463687, 3.997461, -0.491312], [2.337325, 5.090635, 0.375361], [1.887383, 6.386546, 1.436522], [1.926927, 2.570102, 1.276922], [0.882675, 1.598362, 1.727588], [-0.424274, 2.851572, 2.623929], [1.292937, 0.391125, 3.151841], [1.996039, 1.231592, 4.522906], [2.341113, -0.873226, 2.504952], [-0.338025, -0.480976, 3.854301], [-4.979176, 1.370115, -1.684907], [-3.476108, 2.319300, -1.031679], [-3.998432, -0.876218, -1.328421], [-3.570528, -0.384602, 0.446023], [-1.370538, -1.015874, -0.809619], [-1.616756, 0.451665, -2.085415], [-1.663359, 0.598585, 1.199487], [-1.554374, 2.150427, -0.005434], [0.971821, -0.107774, 0.196982], [0.401907, 3.637762, -0.085512], [1.958202, 2.234521, 4.385906], [2.740383, -1.342647, 3.300600], [4.096475, -2.545008, 4.425836], [5.392088, -2.208080, 4.475633], [5.930305, -1.733317, 5.666673], [7.280464, -1.387243, 5.720366], [8.075560, -1.509645, 4.578167], [7.524857, -1.982379, 3.386035], [6.177484, -2.338875, 3.335737], [5.295444, -1.637067, 6.541395], [7.712680, -1.022428, 6.648832], [9.127538, -1.235381, 4.619306], [8.144678, -2.072901, 2.497254], [5.735234, -2.716529, 2.419812], [-6.462347, -0.962278, -3.763386], [-6.852299, -1.958424, -2.957008], [-6.139717, -3.152511, -2.950833], [-6.542316, -4.188123, -2.107624], [-7.660751, -4.021742, -1.287136], [-8.372411, -2.821251, -1.304235], [-7.962918, -1.781981, -2.139262], [-5.278554, -3.266572, -3.601095], [-5.987320, -5.122791, -2.089652], [-7.977061, -4.831363, -0.632893], [-9.245012, -2.695562, -0.667781], [-8.499157, -0.839007, -2.158613], [0.566121, 0.130529, -4.545049], [1.861735, 0.467457, -4.495251], [2.399951, 0.942221, -3.304211], [3.750111, 1.288294, -3.250518], [4.545207, 1.165893, -4.392717], [3.994504, 0.693158, -5.584849], [2.647129, 0.336663, -5.635148], [1.765089, 1.038471, -2.429489], [4.182327, 1.653110, -2.322052], [5.597185, 1.440157, -4.351578], [4.614325, 0.602636, -6.473630], [2.204880, -0.040991, -6.551073]], "forces_ev_per_a": [[1.469, 4.312, -3.978], [2.273, -1.549, 7.119], [-3.556, -3.044, -4.244], [1.148, -0.366, 0.029], [-0.025, -0.420, -2.575], [0.761, -0.631, 1.441], [-0.252, 0.371, 1.403], [-0.430, -0.826, -1.195], [0.603, 0.274, 0.294], [-2.100, -1.082, 1.886], [0.278, -0.746, 0.363], [0.473, 9.282, 5.678], [-0.460, -4.812, -3.795], [1.565, -3.493, -3.050], [-2.380, -2.797, 2.229], [2.670, 2.358, -1.989], [0.020, -0.673, 0.003], [-0.181, -1.260, 1.351], [-0.483, 0.288, -3.146], [-0.555, 2.486, 2.412], [1.139, 0.373, -0.641], [1.269, 0.343, 1.965], [-1.547, -1.724, 0.897], [0.823, 2.115, 1.119], [0.185, 0.715, -2.491], [-1.142, 2.143, -0.763], [-0.362, -0.854, 2.066], [1.259, 1.165, -2.065], [1.100, -2.485, 0.704], [-1.770, 1.634, 0.259], [-1.218, 0.074, 0.402], [0.056, -1.864, -0.105], [-0.733, 0.687, -1.243], [-0.398, -0.079, -0.016], [1.337, 0.359, 0.036], [-0.095, -0.039, 0.031], [-0.078, -0.157, -0.469], [-0.065, -0.013, 0.049], [-0.161, 0.051, 0.410], [-0.106, -0.041, -0.013], [0.021, -0.015, -0.121], [-0.128, -0.053, -0.160], [-0.203, -0.044, -0.016], [-0.158, 0.002, 0.149], [-0.013, 0.077, 0.097], [0.085, 0.203, -0.141], [-0.339, -0.842, 0.702], [0.047, 0.039, -0.045], [-0.333, 0.351, 0.076], [0.044, 0.009, -0.061], [0.348, -0.142, -0.217], [0.011, 0.054, -0.055], [-0.076, 0.063, 0.062], [-0.077, 0.193, -0.033], [0.066, 0.167, -0.117], [0.186, 0.026, -0.115], [0.082, -0.071, -0.022], [-0.415, -0.130, -0.058], [1.485, 0.401, 0.093], [-0.185, -0.211, -0.187], [-0.075, -0.166, -0.470], [-0.064, -0.019, 0.004], [-0.112, 0.065, 0.377], [-0.153, -0.046, -0.076], [0.131, 0.059, -0.081], [-0.202, -0.026, -0.114], [-0.176, -0.042, -0.024], [-0.132, -0.011, 0.124], [0.004, 0.039, 0.064]], "max_force_ev_per_a": 10.89, "gap_ev": 6.527, "e_tot_ev": -173324.86384, "charge": -1}